(1)
{
  "formula": "C5H8N2",
  "method": "ωB97M-V/def2-TZVPD",
  "species": ["H", "C", "N", "C", "C", "N", "C", "C", "H", "H", "H", "H", "H", "H", "H"],
  "coordinates": [[2.21, -1.76, 0.37], [-0.65, -0.18, 0.71], [-1.47, -0.16, -1.63], [0.70, 1.42, 1.07], [1.34, -1.10, 0.31], [0.54, -1.25, -0.78], [0.68, -0.22, 1.23], [-0.66, -0.60, -0.58], [-2.04, 0.61, -1.30], [-1.43, 0.33, 1.24], [-0.07, 1.96, 1.66], [1.67, 1.81, 1.32], [-2.05, -0.89, -2.02], [0.46, 1.76, 0.03], [0.77, -1.71, -1.65]],
  "lumo_ha": 0.0329,
  "charge": 0,
  "homo_lumo_gap_ev": 8.29,
  "smiles": "Cc1c[nH]c(N)c1",
  "de_lowest_kcal_mol": 86.0,
  "energy_ev": -8291.2691
}



(2)
{
  "formula": "C5H8N2",
  "method": "ωB97M-V/def2-TZVPD",
  "species": ["C", "H", "C", "H", "H", "C", "H", "N", "H", "C", "C", "N", "H", "H", "H"],
  "coordinates": [[-0.34, 1.62, 0.50], [-1.74, 0.77, -1.16], [-1.37, -1.16, -0.10], [2.24, 0.91, -0.54], [-0.06, 2.67, 0.31], [1.83, -0.77, 0.67], [-2.31, -1.51, -0.53], [2.07, -1.44, 1.58], [-1.40, -1.37, 0.97], [-1.07, 0.32, -0.43], [1.50, 0.10, -0.48], [0.24, 0.74, -0.41], [-0.56, 1.41, 1.54], [1.53, -0.49, -1.40], [-0.58, -1.82, -0.51]],
  "lumo_ha": 0.0298,
  "charge": 0,
  "homo_lumo_gap_ev": 9.96,
  "smiles": "C[C@H]1CN1CC#N",
  "de_lowest_kcal_mol": 77.2,
  "energy_ev": -8291.6473
}



(3)
{
  "formula": "C5H8N2",
  "method": "ωB97M-V/def2-TZVPD",
  "species": ["H", "H", "C", "N", "N", "H", "C", "H", "C", "H", "C", "H", "H", "H", "C"],
  "coordinates": [[-0.79, 1.51, 0.22], [-1.95, -0.30, 1.07], [-1.93, -0.90, 0.15], [1.32, -1.11, -1.11], [0.78, 0.25, 0.73], [0.41, 1.30, -1.11], [2.19, 0.60, 0.79], [2.63, 0.37, 1.76], [-0.83, -0.41, -0.80], [2.52, 1.55, 0.36], [-0.12, 0.81, -0.29], [-2.93, -0.78, -0.30], [-1.09, -0.46, -1.85], [-1.85, -1.94, 0.45], [1.64, -0.48, -0.07]],
  "lumo_ha": [0.0002, 0.0089],
  "charge": 0,
  "homo_lumo_gap_ev": [8.31, 8.82],
  "de_lowest_kcal_mol": 126.4,
  "energy_ev": -8289.5147
}



(4)
{
  "formula": "C5H8N2",
  "method": "ωB97M-V/def2-TZVPD",
  "species": ["H", "C", "H", "H", "H", "H", "C", "C", "C", "N", "H", "N", "H", "C", "H"],
  "coordinates": [[0.55, -0.61, 1.87], [-0.60, -2.04, -1.01], [0.02, 1.15, 1.98], [1.23, -0.36, -0.47], [0.64, 1.79, -1.75], [-1.06, -1.90, 0.96], [0.61, 0.44, -0.07], [0.19, 0.28, 1.35], [-1.25, -1.29, 0.08], [-0.77, 0.08, 0.27], [0.14, 2.52, -0.22], [-0.03, -2.72, -1.74], [1.85, 2.14, -0.50], [0.82, 1.80, -0.67], [-2.33, -1.27, -0.08]],
  "lumo_ha": 0.0344,
  "charge": 0,
  "homo_lumo_gap_ev": 10.64,
  "smiles": "C[C@H]1CN1CC#N",
  "de_lowest_kcal_mol": 41.1,
  "energy_ev": -8293.2125
}



(5)
{
  "formula": "C5H8N2",
  "method": "ωB97M-V/def2-TZVPD",
  "species": ["H", "H", "H", "C", "C", "C", "H", "H", "H", "C", "N", "H", "C", "N", "H"],
  "coordinates": [[-1.13, 0.99, -1.83], [-0.03, -3.08, 0.73], [0.62, 1.28, -1.94], [0.63, 0.13, 0.59], [0.78, -1.11, 1.40], [0.17, -2.04, 0.54], [-0.89, 1.71, 0.73], [0.16, 1.53, 2.16], [-0.10, -0.13, -2.76], [-0.15, 0.51, -1.87], [0.08, -0.30, -0.70], [1.55, 0.70, 0.39], [-0.38, 0.99, 1.38], [-0.18, -1.55, -0.68], [-1.12, 0.36, 1.87]],
  "lumo_ha": -0.0053,
  "charge": 0,
  "homo_lumo_gap_ev": 8.02,
  "de_lowest_kcal_mol": 90.3,
  "energy_ev": -8291.0800
}



(6)
{
  "formula": "C5H8N2",
  "method": "ωB97M-V/def2-TZVPD",
  "species": ["C", "N", "H", "H", "H", "C", "H", "H", "H", "N", "C", "C", "H", "C", "H"],
  "coordinates": [[-1.29, -1.20, -0.06], [0.34, 0.08, 1.34], [1.80, 1.05, 2.46], [-2.06, -1.84, 0.35], [0.98, -1.35, -0.15], [-1.14, 0.58, -2.07], [2.36, -0.48, 1.71], [-2.09, 0.33, -2.55], [-1.18, 1.63, -1.76], [-0.55, 0.38, 2.11], [-0.89, -0.31, -0.91], [1.77, 0.43, 1.56], [2.17, 0.97, 0.69], [0.10, -0.75, 0.10], [-0.34, 0.49, -2.81]],
  "lumo_ha": 0.0337,
  "charge": 0,
  "homo_lumo_gap_ev": 8.43,
  "de_lowest_kcal_mol": 107.5,
  "energy_ev": -8290.3362
}



(7)
{
  "formula": "C5H8N2",
  "method": "ωB97M-V/def2-TZVPD",
  "species": ["H", "C", "H", "C", "C", "C", "C", "N", "H", "H", "N", "H", "H", "H", "H"],
  "coordinates": [[2.71, -0.33, -1.04], [-1.94, 0.03, -0.46], [-1.16, 2.02, 0.34], [-0.67, 1.05, 0.35], [0.20, -0.91, 0.95], [-0.99, -0.07, 1.15], [1.14, -0.24, 0.24], [0.63, 0.98, -0.15], [0.34, -1.91, 1.36], [2.68, -1.52, 0.11], [2.46, -0.55, -0.09], [-2.18, -1.02, -0.33], [-1.51, 0.14, -1.47], [-2.84, 0.62, -0.35], [1.14, 1.71, -0.62]],
  "lumo_ha": 0.0286,
  "charge": 0,
  "homo_lumo_gap_ev": 8.20,
  "de_lowest_kcal_mol": 85.4,
  "energy_ev": -8291.2942
}



(8)
{
  "formula": "C5H8N2",
  "method": "ωB97M-V/def2-TZVPD",
  "species": ["H", "C", "N", "C", "H", "C", "H", "H", "H", "H", "N", "C", "C", "H", "H"],
  "coordinates": [[-1.08, -1.47, 1.27], [1.60, 0.97, -0.95], [0.91, -0.67, 0.84], [-0.69, 0.39, 0.07], [-0.31, -0.12, -2.03], [-0.92, -0.46, -1.19], [1.62, -0.82, 1.55], [-1.97, -0.47, -1.50], [-1.36, 1.25, 0.18], [1.00, 1.48, 0.99], [2.13, 1.24, -1.94], [-0.49, -0.54, 1.28], [0.82, 0.68, 0.26], [-0.61, -0.04, 2.25], [-0.61, -1.49, -0.98]],
  "lumo_ha": 0.0294,
  "charge": 0,
  "homo_lumo_gap_ev": 10.68,
  "smiles": "C[C@H]1CN[C@H]1C#N",
  "de_lowest_kcal_mol": 34.9,
  "energy_ev": -8293.4842
}



(9)
{
  "formula": "C5H8N2",
  "method": "ωB97M-V/def2-TZVPD",
  "species": ["H", "C", "C", "H", "H", "H", "C", "H", "N", "N", "H", "H", "H", "C", "C"],
  "coordinates": [[0.84, -2.48, -0.39], [-0.25, 0.54, -0.06], [-0.73, -0.72, -2.22], [-0.16, 1.02, 3.04], [1.36, 1.72, 2.40], [-0.54, 0.17, -2.83], [-0.12, -0.56, -0.87], [-1.81, -0.84, -2.14], [0.96, -0.94, 1.10], [0.40, 0.30, 1.09], [-0.78, 1.46, -0.21], [-0.19, 2.17, 1.71], [-0.31, -1.58, -2.74], [0.37, 1.33, 2.14], [0.62, -1.45, -0.09]],
  "lumo_ha": 0.0356,
  "charge": 0,
  "homo_lumo_gap_ev": 9.80,
  "smiles": "Cc1cnn(C)c1",
  "de_lowest_kcal_mol": 18.6,
  "energy_ev": -8294.1918
}



(10)
{
  "formula": "C5H8N2",
  "method": "ωB97M-V/def2-TZVPD",
  "species": ["C", "H", "H", "N", "H", "C", "C", "H", "H", "C", "H", "C", "N", "H", "H"],
  "coordinates": [[-0.38, 1.17, -0.34], [2.35, -1.12, -0.15], [-2.01, 0.99, 1.21], [-1.82, -2.10, -0.83], [0.00, 1.07, 1.45], [0.72, 0.24, 0.20], [-1.27, -1.40, -0.10], [1.27, -0.96, -1.55], [-1.01, 0.80, -1.16], [1.73, -0.41, -0.71], [-0.19, 2.24, -0.45], [-0.45, -0.57, 0.81], [-1.03, 0.81, 0.97], [-0.31, -1.10, 1.76], [2.40, 0.34, -1.13]],
  "lumo_ha": 0.0236,
  "charge": 0,
  "homo_lumo_gap_ev": 8.26,
  "de_lowest_kcal_mol": 109.3,
  "energy_ev": -8290.2581
}



(11)
{
  "formula": "C5H8N2",
  "method": "ωB97M-V/def2-TZVPD",
  "species": ["H", "C", "H", "C", "H", "H", "H", "H", "N", "H", "C", "N", "C", "C", "H"],
  "coordinates": [[-0.63, 0.52, 1.48], [1.20, -0.28, 0.34], [1.60, -1.28, 0.49], [0.48, 0.32, 1.56], [-0.34, -1.63, -1.22], [-1.94, 0.71, -1.98], [-0.78, 1.49, -0.79], [-2.65, -0.63, 0.61], [1.32, 0.33, 2.43], [2.88, 0.25, -0.74], [-1.34, 0.58, -1.07], [1.91, 0.47, -0.53], [-1.80, -0.36, 0.00], [-0.77, -0.76, -0.72], [1.65, 1.44, -0.67]],
  "lumo_ha": [0.0096, 0.0096],
  "charge": 0,
  "homo_lumo_gap_ev": [7.99, 7.99],
  "de_lowest_kcal_mol": 143.1,
  "energy_ev": -8288.7905
}



(12)
{
  "formula": "C5H8N2",
  "method": "ωB97M-V/def2-TZVPD",
  "species": ["H", "H", "H", "H", "H", "C", "N", "C", "N", "H", "H", "C", "H", "C", "C"],
  "coordinates": [[-1.21, -1.36, -0.81], [2.06, -1.38, 0.35], [0.53, 1.64, -1.04], [-0.74, -0.06, -1.89], [0.33, -1.46, -1.69], [1.20, -0.98, 0.90], [0.80, 1.26, -0.13], [-0.41, 1.00, 0.66], [-2.74, 1.85, -0.14], [-0.30, 1.17, 1.73], [1.58, -0.40, 1.74], [0.33, -0.11, 0.01], [0.63, -1.82, 1.29], [-0.37, -0.80, -1.16], [-1.71, 1.44, 0.19]],
  "lumo_ha": 0.0317,
  "charge": 0,
  "homo_lumo_gap_ev": 10.93,
  "smiles": "CC1(C)N[C@H]1C#N",
  "de_lowest_kcal_mol": 28.6,
  "energy_ev": -8293.7564
}



(13)
{
  "formula": "C5H8N2",
  "method": "ωB97M-V/def2-TZVPD",
  "species": ["H", "C", "H", "H", "C", "H", "C", "H", "H", "C", "H", "N", "H", "C", "N"],
  "coordinates": [[2.43, 0.29, -0.84], [-1.02, -1.56, -0.49], [-0.19, 2.35, -0.27], [-0.61, 1.01, -1.39], [1.66, -0.42, -0.52], [-2.38, 0.75, 0.42], [0.61, 0.30, 0.30], [-0.72, -0.92, 1.76], [1.22, -0.88, -1.41], [-0.65, -0.40, 0.79], [2.15, -1.20, 0.07], [-1.80, -2.15, 0.16], [1.07, 0.77, 1.17], [-0.39, 1.28, -0.35], [-1.38, 0.77, 0.60]],
  "lumo_ha": 0.0180,
  "charge": 0,
  "homo_lumo_gap_ev": 10.36,
  "smiles": "C[C@H]1CN[C@H]1C#N",
  "de_lowest_kcal_mol": 75.8,
  "energy_ev": -8291.7093
}



(14)
{
  "formula": "C5H8N2",
  "method": "ωB97M-V/def2-TZVPD",
  "species": ["H", "H", "H", "H", "N", "C", "C", "C", "H", "H", "H", "H", "N", "C", "C"],
  "coordinates": [[0.35, 0.34, -2.76], [1.20, -1.89, 0.43], [-2.11, 0.85, 0.99], [1.80, 1.20, -2.32], [-0.24, -1.59, 1.89], [-0.30, -0.08, 0.29], [0.37, 1.06, -0.55], [1.07, 0.45, -1.92], [-2.07, -0.98, 2.66], [1.26, 1.52, 0.08], [1.49, -0.64, -1.77], [-0.25, 1.89, -0.54], [-1.55, 0.01, 0.90], [0.41, -1.18, 0.75], [-1.43, -0.95, 1.87]],
  "lumo_ha": [-0.1548, -0.2881],
  "s_squared": 0.762,
  "charge": 1,
  "multiplicity": 2,
  "homo_lumo_gap_ev": [10.78, 7.99],
  "de_lowest_kcal_mol": 26.7,
  "energy_ev": -8285.0322
}



(15)
{
  "formula": "C5H8N2O",
  "method": "ωB97M-V/def2-TZVPD",
  "species": ["C", "H", "H", "N", "H", "C", "C", "C", "H", "H", "C", "H", "H", "N", "H", "O"],
  "coordinates": [[-0.16, 0.82, 1.08], [-1.87, -3.27, 0.23], [-1.09, 0.31, 1.28], [2.09, -0.49, 0.10], [1.78, 2.59, 0.50], [-2.03, -2.54, -0.54], [-0.10, 1.77, 0.03], [0.92, -0.82, -0.04], [0.98, 3.28, -1.00], [0.55, 0.88, 1.88], [0.94, 2.60, -0.17], [2.84, -0.98, -0.38], [-0.92, 1.77, -0.68], [0.08, -1.74, -0.25], [-2.88, -2.54, -1.19], [-1.12, -1.65, -0.84]],
  "lumo_ha": [0.0244, -0.0404],
  "charge": 0,
  "homo_lumo_gap_ev": [8.54, 6.00],
  "de_lowest_kcal_mol": 183.8,
  "energy_ev": -10334.7542
}